Entry from OMol25: a structure of composition C37H35ClN2RuS2Si2 (the ωB97M-V functional and the def2-TZVPD basis).

Geometry (Å):
C: -0.4503 -4.8890 -0.1265
C: -0.6429 -6.3946 -2.0273
C: 1.6558 0.5790 -0.4158
C: 1.5852 4.6144 1.7228
H: -2.1736 -4.7589 1.1639
C: 0.1395 -5.6233 -1.1694
H: 1.2186 -5.5466 -1.3429
C: 0.4988 5.5288 3.7382
C: -0.1846 4.4912 3.1187
H: 5.1835 -3.4302 -1.1351
C: 2.4864 4.3468 0.5846
C: -1.0640 3.2739 -1.4304
C: -1.2889 -0.1687 -1.0656
C: -3.1666 -0.9448 -3.0182
C: -3.5833 -0.7085 -1.6984
C: -0.8909 -0.3885 -2.3896
C: -2.0101 -6.5630 -1.7545
S: 1.9710 5.8599 2.9108
Ru: -0.8468 2.7759 0.6152
H: 5.2066 0.4129 -2.0704
H: 3.4689 2.0150 -2.9395
C: 4.8481 -5.1565 0.1472
H: 0.0306 -2.6792 1.5822
H: -3.5454 4.8040 0.2847
H: 0.3697 -2.5538 -0.8319
H: 2.6446 5.2865 0.0361
H: 1.2481 2.0654 -1.9320
H: 4.6774 -0.9866 -0.0690
C: 2.6653 -0.2247 0.1307
S: -4.0193 4.0359 3.9494
H: -2.1467 5.4057 4.9425
H: -4.6327 -0.8056 -1.4182
H: 2.4511 -0.8715 0.9812
C: -1.8182 -0.8003 -3.3563
H: 5.8195 -5.6012 -0.0615
H: -5.0889 3.0293 1.3223
C: -2.6174 4.4706 -0.1624
H: 2.0544 3.5922 -0.0829
H: -3.6086 -6.1776 -0.3556
H: 1.9850 -5.6871 1.9519
H: -1.2858 6.2093 0.2248
C: 3.9325 -0.2890 -0.4673
H: -3.9034 -1.2014 -3.7843
C: -0.4636 4.5134 -0.9732
N: -2.1001 3.2224 2.4102
H: 3.4527 3.9799 0.9579
C: 2.2688 -4.0646 0.5361
C: -1.4236 5.2241 -0.2100
N: 0.4372 3.9964 1.9723
C: 1.9918 1.3967 -1.5008
H: -2.6289 -7.1447 -2.4418
C: -3.4105 3.1012 2.5937
C: -4.3489 2.3360 1.7536
H: -1.4792 -0.9933 -4.3803
C: -2.6383 -0.3124 -0.7375
H: 0.0806 6.0621 4.5822
Si: 0.5276 -3.4099 0.3720
C: -2.4372 4.6396 4.2352
C: 3.9392 -5.7721 1.0225
C: -1.5297 4.0814 3.3484
H: -0.6704 2.5997 -2.1824
C: -1.7714 -5.1813 0.2392
H: -3.1659 2.4753 -1.0789
Cl: -0.5210 -0.0680 2.1396
Si: -0.1375 0.6320 0.2163
H: -3.8109 1.8152 0.9520
H: 2.9036 -2.5401 -0.8254
C: -2.5551 -5.9871 -0.5952
H: -2.9681 -0.1002 0.2811
C: 4.4892 -3.9479 -0.4699
H: -4.8800 1.6040 2.3805
H: 4.2206 -6.7192 1.4960
H: 0.5287 4.8780 -1.2280
C: 4.2261 0.4816 -1.5972
C: 3.2103 -3.4298 -0.2812
C: 2.6799 -5.2068 1.2549
H: -0.1861 -6.8590 -2.9049
C: 3.2600 1.3634 -2.0916
C: -2.4132 3.2387 -0.8760
H: 0.1514 -0.2506 -2.6714

The calculation puts the energy above the lowest of the compared OMol25 structures with the same formula, charge and spin at 0.0 kJ/mol. As for the largest force on an atom: 2.58 eV/Å. As for the charge: +2. The HOMO energy (alpha / beta) is -11.72 / -12.50 eV. Its multiplicity is 5. For the orbital gap (alpha / beta), the calculation gives 6.29 / 2.97 eV.


Entry from OMol25: a cluster of 2 separate species, C2H7N in total (the ωB97M-V functional and the def2-TZVPD basis).

Geometry (Å):
N: -0.2574 3.3528 3.8603
H: 0.4357 -4.9337 -2.9776
H: 0.3680 -3.5160 -4.0963
C: -0.1142 4.3751 3.1062
H: 0.5909 5.1905 3.3156
H: 0.2359 2.5725 3.4251
H: -1.0200 -4.1248 -3.2261
C: 0.0593 -3.9332 -3.1416
H: -0.4020 4.2556 2.0430
H: 0.1039 -3.2389 -2.3086

Its SMILES is C=N.C. The calculation puts the energy above the lowest of the compared OMol25 structures with the same formula, charge and spin at 271.5 kJ/mol. As for the largest force on an atom: 3.30 eV/Å. The HOMO energy is -8.76 eV. For the orbital gap, the calculation gives 8.99 eV.


Entry from OMol25: a cluster of 7 separate species, C23H61ClN2O25P7 in total (the ωB97M-V functional and the def2-TZVPD basis).

Geometry (Å):
H: 2.6212 0.6139 -2.2697
Cl: -3.7319 -0.1109 -3.5327
C: 0.0701 0.7659 -4.1734
H: 6.5221 1.4208 7.0240
C: 6.0067 2.3537 7.2512
H: 4.7346 5.3224 9.9396
H: 0.6099 -9.0828 1.1107
C: -3.9877 -1.6478 -0.4295
H: -10.5397 -5.2776 0.0360
P: -8.9698 -2.5062 1.7159
H: 0.5987 7.3877 -7.7142
H: -0.0890 7.8311 -2.4905
O: 3.6094 2.7061 -0.2363
C: -11.2173 -2.6509 3.0787
H: -2.8972 -1.5940 -0.3963
C: -1.3700 -1.4742 -3.5482
C: 0.6424 3.8487 -6.9525
H: 9.3914 3.3407 7.3129
P: 5.0259 2.4550 0.2269
C: -4.6435 -1.6468 3.0954
H: -11.9203 -3.3623 2.6453
H: -4.5514 -0.6311 3.4741
H: 6.1133 4.6209 2.0848
H: 1.2862 4.4339 -7.6080
O: 1.0902 6.8068 -3.8242
H: -4.6551 -2.3395 3.9363
H: 6.1475 6.3124 9.5349
H: -11.7776 -1.8889 3.6194
O: 8.3490 4.9759 6.5505
H: 0.4952 -2.4799 -3.6186
H: -5.5819 -1.7321 2.5409
O: -10.4876 -1.9992 2.0402
C: -4.2955 -5.1605 -0.4593
O: -8.3529 -0.9553 1.8564
H: -1.2411 -9.2986 -1.4309
C: -10.1370 -4.2678 0.0625
O: 6.0359 3.6874 -0.1330
H: 4.0206 0.5045 -3.0693
P: 6.7782 4.8600 7.0354
H: 10.1043 4.1720 5.9318
H: -9.3794 -4.1683 -0.7161
O: -9.5593 -4.0568 1.3626
O: 0.5301 -5.8490 -1.8603
C: -0.0062 -1.5219 -3.7213
H: 0.8576 -7.4816 1.8297
C: 5.8071 4.4453 -1.3194
H: -10.9494 -3.5590 -0.1203
O: -4.4878 -2.7583 0.2949
H: 7.4826 1.6096 -1.0133
O: 0.2759 -7.4619 -0.1279
O: 5.4464 5.0365 8.0348
C: 0.1746 -4.9891 -0.7745
C: -0.4719 -9.6221 -2.1372
O: 6.0845 4.9514 5.7225
O: 2.8231 -1.9935 -4.6181
H: -1.7402 1.8671 -4.1690
O: -3.5226 -1.9227 2.2538
H: 6.3383 4.5688 9.8700
C: -0.1264 6.9045 -3.0574
O: -2.0408 -3.2939 1.0450
O: 6.9922 3.3304 7.5714
P: -3.4852 -3.4029 1.4275
O: 4.7531 3.0813 1.7442
C: -9.0828 0.0904 2.4879
H: -10.5569 -3.1682 3.7746
O: 2.7088 5.6545 -5.1543
H: 5.3537 2.1935 8.1102
H: 0.0633 -3.9820 -1.1786
H: -0.7767 -5.2782 -0.3379
H: -0.9985 6.9288 -3.7164
H: -5.3413 -4.8652 -0.5009
H: -0.7432 -9.3113 -3.1466
H: -0.2105 6.0680 -2.3630
H: 6.5729 0.1088 -0.6880
C: 5.6915 5.3285 9.4239
C: 5.0424 4.4390 2.0740
O: 0.8133 -9.0872 -1.7700
H: 6.8015 0.6704 -2.3544
C: 1.0024 -8.0812 0.9319
P: 1.2390 5.5202 -4.8970
H: -0.4024 -10.7065 -2.1085
H: -0.3984 4.1419 -7.0741
H: 0.7282 2.7924 -7.2127
H: 0.9587 -4.9838 -0.0193
H: 8.6899 3.1255 5.6795
N: 3.1846 -0.0275 -2.8292
C: -2.0268 -0.2519 -3.7161
H: -4.2390 -6.2335 -0.6416
H: 6.4900 4.1196 -2.1044
C: 6.6384 0.9902 -1.3268
H: 2.7911 -2.0378 -5.5852
H: 4.6649 4.6164 3.0802
H: 0.6533 1.6565 -4.4294
H: 2.0681 -8.1407 0.7124
H: -4.3027 -1.7492 -1.4678
H: -8.4144 0.9488 2.5529
H: -3.7157 -4.6346 -1.2201
C: 0.8471 7.4298 -6.6547
N: 0.6882 -0.4124 -4.0255
H: 5.4086 2.6476 6.3887
C: 9.1674 3.8244 6.3656
O: 2.4264 -7.3152 -1.6136
H: -9.3815 -0.2113 3.4920
P: 0.9443 -7.4272 -1.6122
H: 0.3673 8.3040 -6.2153
H: -4.4081 -0.7248 -0.0257
H: -9.9500 0.3809 1.8997
H: 1.9279 7.5117 -6.5447
P: 2.4901 -0.4218 -4.3065
H: 6.0111 5.4903 -1.0894
O: -8.2395 -2.9867 2.9416
O: -3.7425 -4.9336 0.8281
O: 5.4100 1.7441 -1.2803
O: 1.0643 3.9788 -5.5976
C: -1.2924 0.8924 -4.0261
O: 0.3398 6.2423 -6.0411
H: -1.9483 -2.3600 -3.3147
H: 4.7788 4.3532 -1.6692
H: 4.5417 5.1119 1.3769

As for the largest force on an atom: 8.53 eV/Å. As for the charge: +1. The HOMO energy is -11.22 eV. For the orbital gap, the calculation gives 7.27 eV.


Entry from OMol25: the molecule C16H27NO5 (the ωB97M-V functional and the def2-TZVPD basis).

Geometry (Å):
H: -1.2674 -1.5996 0.9210
N: 3.4042 -1.6153 1.0867
H: -5.1746 -2.7654 -0.0078
H: -4.7361 -3.2706 -1.6580
H: -0.2053 3.8360 0.3331
C: -0.5504 -1.7965 0.1172
O: 0.6454 -2.1691 0.7575
C: -4.8197 0.0028 0.4420
H: -0.9404 -2.6117 -0.5065
O: -3.7817 -1.6276 -1.0458
C: 2.3646 2.5467 -0.8800
H: 1.8776 1.9957 -0.0685
C: -2.4804 1.5137 0.2278
H: -1.2035 3.4046 1.7446
C: -2.6010 0.3022 -0.4667
C: -4.6857 1.1980 1.1225
H: -5.8096 -1.8708 -1.4187
H: 3.5132 1.0225 1.2148
C: 4.5217 1.5991 -0.6101
O: 3.4184 1.8191 -1.4594
H: 2.7920 -3.5070 1.5959
H: 2.6896 -1.1772 1.6624
H: -5.4974 1.5501 1.7408
O: -1.6223 -0.1457 -1.3269
C: 3.7480 -0.7269 -0.0106
C: 2.9097 -2.9140 0.6857
O: -1.3061 2.1924 0.0616
H: 4.5372 -1.2109 -0.5952
H: -3.4605 2.8785 1.5711
C: -1.1780 3.4628 0.6512
H: 1.1986 -3.9043 -0.2280
H: 2.9041 -0.5230 -0.6876
H: -1.9588 4.1467 0.3046
H: 5.2998 1.2020 -1.2672
C: -0.3977 -0.5235 -0.7349
C: 4.2550 0.6084 0.5284
H: 1.6795 -2.3921 -1.0293
H: -5.7311 -0.5636 0.5406
H: 0.0088 0.2816 -0.1120
H: 3.6542 -3.3941 0.0449
C: -3.7746 -0.4581 -0.3505
H: 4.8689 2.5562 -0.1898
H: 5.1771 0.4580 1.0897
H: 1.6384 2.7165 -1.6729
C: -4.9468 -2.4138 -1.0199
H: 0.2752 -0.6949 -1.5785
C: -3.5315 1.9511 1.0272
H: 2.7189 3.5111 -0.4922
C: 1.5609 -2.8799 -0.0547

Its SMILES is COCCCNCCOCCOc1c(OC)cccc1OC. The calculation puts the energy above the lowest of the compared OMol25 structures with the same formula, charge and spin at 305.1 kJ/mol. As for the largest force on an atom: 0.71 eV/Å. The HOMO energy is -8.37 eV. For the orbital gap, the calculation gives 9.15 eV.


Entry from OMol25: a cluster of 2 separate species, CH2F3NO in total (the ωB97M-V functional and the def2-TZVPD basis).

Geometry (Å):
H: -0.0471 -0.6438 0.6228
O: 1.3123 -0.9483 -1.2634
F: 2.2983 -0.4708 0.6685
C: 1.6055 -0.0397 -0.3784
H: -0.2723 0.1559 -0.7867
F: 2.1547 1.2186 -0.7898
F: 1.5632 -2.2045 -3.0583
N: 0.2770 0.1779 0.0493

The calculation puts the energy above the lowest of the compared OMol25 structures with the same formula, charge and spin at 335.5 kJ/mol. As for the largest force on an atom: 2.57 eV/Å. The HOMO energy (alpha / beta) is -12.42 / -11.76 eV. For the orbital gap (alpha / beta), the calculation gives 9.82 / 8.45 eV.